(1)
Entry from OMol25: C35H32N2O3Tl as an isolated structure at a distorted geometry (ωB97M-V/def2-TZVPD).

Geometry (Å):
Tl -1.375 2.066 -0.451
O -2.686 0.336 -0.435
C -3.003 -0.704 0.407
C -2.407 -0.495 1.837
C -0.913 -0.508 2.007
C -0.256 -1.600 2.584
C 1.112 -1.570 2.764
C 1.810 -0.425 2.403
C 1.090 0.632 1.877
C 1.751 1.981 1.614
C 2.431 2.046 0.264
O 1.697 2.483 -0.779
C 2.577 3.594 -0.447
C 2.069 4.676 0.310
C 2.714 5.888 0.282
C 3.822 6.057 -0.547
C 4.305 5.018 -1.351
C 3.688 3.798 -1.307
C 3.538 1.111 -0.020
C 4.588 0.965 0.884
C 5.613 0.077 0.608
C 5.583 -0.674 -0.562
C 4.535 -0.531 -1.462
C 3.515 0.370 -1.200
N -0.223 0.585 1.664
C -4.540 -0.803 0.610
C -5.130 -1.761 1.431
C -6.509 -1.858 1.534
C -7.326 -0.998 0.810
C -6.747 -0.040 -0.007
C -5.363 0.056 -0.106
C -2.578 -2.029 -0.257
C -2.142 -3.162 0.417
C -1.776 -4.317 -0.273
C -1.867 -4.361 -1.655
C -2.342 -3.244 -2.338
C -2.686 -2.094 -1.647
H -2.830 -1.211 2.540
H -2.772 0.495 2.119
H -0.828 -2.451 2.924
H 1.629 -2.413 3.204
H 2.876 -0.349 2.564
H 2.486 2.168 2.398
H 0.970 2.730 1.672
H 1.183 4.542 0.913
H 2.345 6.712 0.876
H 4.313 7.022 -0.579
H 5.148 5.181 -2.007
H 4.031 2.968 -1.911
H 4.620 1.557 1.792
H 6.433 -0.032 1.304
H 6.381 -1.375 -0.770
H 4.510 -1.122 -2.367
H 2.683 0.490 -1.885
H -4.516 -2.461 1.990
H -6.948 -2.610 2.178
H -8.403 -1.083 0.877
H -7.373 0.639 -0.573
H -4.898 0.797 -0.740
H -2.102 -3.176 1.498
H -1.436 -5.187 0.277
H -1.602 -5.263 -2.193
H -2.454 -3.279 -3.416
H -3.041 -1.215 -2.170
C 0.421 -1.358 -3.318
C 0.340 -0.901 -1.887
N 0.404 -1.860 -0.944
O 0.221 0.291 -1.599
H 1.057 -2.236 -3.428
H 0.792 -0.543 -3.934
H -0.583 -1.618 -3.657
H 0.228 -2.819 -1.200
H 0.149 -1.595 -0.006

Atomic forces in eV per Å
Tl -0.1 0.3 0.0
O -0.1 -0.3 0.3
C -0.2 -0.2 0.0
C 0.1 0.1 0.0
C 0.0 -0.1 0.0
C 0.0 0.0 0.0
C 0.0 0.1 0.0
C 0.0 -0.1 0.0
C 0.1 0.0 -0.1
C 0.2 0.1 0.1
C -0.4 -1.2 0.0
O 0.5 0.2 0.5
C -0.2 0.9 -0.7
C -0.1 -0.3 0.1
C 0.2 0.0 0.0
C 0.0 0.0 0.0
C 0.0 0.2 0.1
C -0.1 -0.3 0.1
C 0.0 0.2 0.0
C 0.1 -0.1 0.0
C 0.0 0.0 0.0
C 0.0 0.0 0.0
C 0.0 0.0 0.0
C -0.1 0.0 -0.1
N -0.1 0.1 -0.1
C 0.1 0.1 -0.2
C 0.0 0.0 0.0
C 0.0 0.0 0.0
C 0.0 0.0 0.0
C 0.0 0.0 0.0
C -0.1 0.0 0.0
C -0.1 0.0 -0.1
C -0.1 -0.1 0.1
C 0.0 0.0 0.0
C 0.0 0.0 0.0
C 0.0 0.0 0.0
C 0.0 0.0 0.0
H 0.0 0.0 0.0
H 0.0 0.0 0.1
H 0.0 0.0 0.0
H 0.0 0.0 0.0
H 0.0 0.0 0.0
H 0.0 0.0 0.0
H 0.0 0.0 0.0
H -0.1 0.0 -0.1
H 0.0 0.0 0.0
H 0.0 0.0 0.0
H 0.0 0.0 0.0
H 0.0 0.0 0.0
H 0.0 0.0 0.0
H 0.0 0.0 0.0
H 0.0 0.0 0.0
H 0.0 0.0 0.0
H 0.0 0.0 0.0
H 0.0 0.0 0.0
H 0.0 0.0 0.0
H 0.0 0.0 0.0
H 0.0 0.0 0.0
H 0.0 0.0 0.0
H 0.0 0.0 0.0
H 0.0 0.0 0.0
H 0.0 0.0 0.0
H 0.0 0.0 0.0
H 0.0 0.0 0.0
C 0.0 0.0 0.0
C -0.2 -0.1 0.1
N 0.3 0.2 -0.1
O 0.4 0.0 0.0
H 0.0 0.0 0.0
H 0.0 0.0 0.0
H 0.1 0.0 0.0
H 0.0 0.0 0.0
H 0.0 0.0 0.0

Output
Energy above the lowest of the compared OMol25 structures with the same formula, charge and spin, kcal per mole: 36.5
Multiplicity: 1
E_tot, eV: -50623.850
Total charge: +1
Largest force on an atom, eV Å⁻¹: 1.246
Kohn-Sham gap, eV: 4.86

---

(2)
Entry from OMol25: a 2-piece molecular cluster, C11H14N2O overall at a distorted geometry (ωB97M-V/def2-TZVPD).

Geometry (Å):
C -2.165 -0.177 1.193
C -1.504 0.471 2.393
O -0.291 0.610 2.367
N -2.196 0.534 3.577
H -1.551 -0.981 0.855
H -2.564 0.642 0.590
H -1.834 0.952 4.424
H -3.097 0.976 3.401
H -3.194 -0.494 1.427
C -1.134 -2.381 -1.150
C 0.818 -1.705 0.444
C 1.512 0.175 -0.557
C 0.050 -1.588 -0.759
C 0.459 -0.382 -1.340
C 2.134 1.333 -0.917
C 1.669 2.076 -2.005
C 0.039 0.362 -2.460
C 0.575 1.605 -2.742
N 1.674 -0.705 0.520
H 2.048 -0.478 1.434
H 0.594 -2.359 1.269
H 3.033 1.666 -0.410
H -0.761 -3.208 -1.772
H -1.811 -1.884 -1.838
H 2.203 2.943 -2.371
H -0.576 -0.071 -3.241
H 0.113 2.141 -3.549
H -1.599 -2.881 -0.307

Atomic forces in eV per Å
C -2.9 1.9 1.5
C 1.9 -1.7 1.0
O 0.2 0.3 -0.3
N -1.9 1.1 -0.7
H 0.1 0.2 -0.7
H 1.3 -0.1 -1.2
H 0.9 0.0 -0.4
H -0.3 -0.7 0.3
H 0.5 -0.9 0.6
C 1.0 -1.2 -0.7
C -0.6 0.2 -0.6
C -1.1 -0.4 -0.6
C -0.6 0.6 0.1
C 0.8 0.9 -0.4
C 1.2 0.4 0.6
C -0.7 -0.6 -0.7
C 0.0 -0.5 -0.6
C 0.1 -0.2 0.6
N 0.3 -0.3 1.1
H 0.3 0.3 -0.3
H 0.4 -0.2 0.1
H -0.2 0.0 0.2
H 0.0 -0.2 0.1
H -0.2 0.4 0.5
H 0.0 0.2 0.4
H -0.5 0.0 0.4
H 0.4 0.3 -0.3
H -0.3 0.2 0.0

Output
Energy above the lowest of the compared OMol25 structures with the same formula, charge and spin, kcal per mole: 14.9
Multiplicity: 2
Expectation value of S²: 0.77
E_tot, eV: -16654.446
Total charge: +1
Largest force on an atom, eV Å⁻¹: 3.776
Kohn-Sham gap (spin up / spin down), eV: 9.15 / 6.38

---

(3)
Entry from OMol25: a 2-piece molecular cluster, C4H5NO overall (ωB97M-V/def2-TZVPD).

Geometry (Å):
N -1.948 -1.414 0.491
C -1.664 -0.226 0.553
C -1.410 1.063 0.628
C 1.049 -0.976 -0.055
C 1.712 0.031 -0.937
O 2.106 -0.395 0.398
H -1.155 1.516 1.579
H -1.519 1.689 -0.250
H -1.123 -1.988 0.291
H 2.382 -0.301 -1.722
H 1.332 1.046 -0.978

Atomic forces in eV per Å
N 0.1 0.6 0.0
C -0.1 -0.2 0.0
C -0.1 -0.2 0.0
C 0.4 0.1 0.1
C 0.0 0.2 -0.3
O -0.2 -0.2 0.1
H 0.0 -0.1 -0.1
H 0.0 -0.1 0.1
H -0.1 0.0 0.0
H -0.1 0.0 0.1
H 0.0 -0.2 0.0

Output
Energy above the lowest of the compared OMol25 structures with the same formula, charge and spin, kcal per mole: 114.7
Multiplicity: 1
E_tot, eV: -7761.555
Largest force on an atom, eV Å⁻¹: 0.590
Kohn-Sham gap, eV: 9.63